No. 1
{"formula": "C26H26F3N6OPtS2", "method": "ωB97M-V with the def2-TZVPD basis set", "species": ["Pt", "C", "C", "N", "C", "C", "C", "S", "N", "C", "O", "C", "C", "C", "C", "C", "C", "H", "H", "H", "H", "H", "H", "H", "H", "H", "H", "H", "H", "H", "H", "H", "S", "C", "N", "N", "C", "C", "C", "C", "C", "C", "N", "N", "C", "C", "C", "C", "C", "C", "H", "H", "H", "H", "H", "H", "H", "H", "H", "H", "H", "F", "C", "F", "F"], "xyz": [[-0.080, -0.175, -0.155], [4.789, 1.857, 3.445], [4.788, 0.374, 3.083], [4.207, 0.120, 1.774], [5.131, 0.054, 0.657], [5.701, -1.346, 0.435], [2.852, -0.031, 1.649], [2.295, -0.571, 0.102], [2.176, 0.170, 2.760], [0.876, 0.435, 2.939], [0.077, 0.895, 2.116], [0.380, 0.202, 4.340], [-0.991, 0.093, 4.551], [-1.489, -0.119, 5.827], [-0.620, -0.209, 6.906], [0.747, -0.081, 6.704], [1.246, 0.121, 5.426], [5.252, 2.016, 4.422], [3.762, 2.220, 3.475], [5.339, 2.434, 2.699], [4.211, -0.183, 3.818], [5.810, -0.014, 3.074], [5.942, 0.761, 0.858], [4.612, 0.381, -0.243], [6.249, -1.688, 1.316], [6.385, -1.346, -0.416], [4.888, -2.040, 0.231], [-1.652, 0.173, 3.697], [-2.556, -0.213, 5.986], [-1.008, -0.383, 7.903], [1.422, -0.140, 7.550], [2.308, 0.231, 5.257], [-2.291, 0.090, -0.719], [-2.227, 1.849, -0.550], [-3.397, 2.457, -0.538], [-3.467, 3.744, -0.145], [-2.859, 4.395, 0.921], [-3.129, 5.759, 1.088], [-2.597, 6.460, 2.155], [-1.789, 5.821, 3.084], [-1.534, 4.463, 2.935], [-2.058, 3.750, 1.872], [-1.075, 2.526, -0.495], [0.008, 1.850, -0.614], [1.137, 2.671, -0.687], [1.206, 3.896, -0.016], [2.321, 4.701, -0.150], [3.378, 4.311, -0.963], [3.312, 3.095, -1.631], [2.207, 2.276, -1.494], [-4.273, 4.197, -0.536], [-3.758, 6.264, 0.362], [-2.820, 7.514, 2.267], [-1.369, 6.373, 3.915], [-0.920, 3.945, 3.660], [-1.851, 2.693, 1.793], [0.380, 4.187, 0.620], [2.366, 5.640, 0.387], [4.244, 4.950, -1.082], [4.127, 2.788, -2.275], [2.131, 1.339, -2.025], [0.186, -2.371, 1.645], [-0.301, -2.108, 0.383], [-1.587, -2.586, 0.430], [0.352, -3.005, -0.428]], "homo_energy_ev": [-4.093, -4.212], "largest_force_ha_per_bohr": 0.058, "spin_multiplicity": 1, "gap_ev": [5.547, 5.682], "e_above_lowest_kj_mol": 57.0, "charge": -1}


No. 2
{"formula": "C26H26FLuN2O2Si", "method": "ωB97M-V with the def2-TZVPD basis set", "species": ["Lu", "C", "Si", "C", "C", "N", "C", "C", "C", "C", "C", "C", "F", "H", "H", "H", "H", "H", "H", "H", "H", "H", "H", "H", "H", "H", "C", "C", "C", "C", "C", "C", "C", "C", "C", "C", "C", "C", "C", "C", "C", "N", "H", "H", "H", "H", "H", "H", "H", "H", "H", "H", "C", "C", "O", "O", "H", "H", "H"], "xyz": [[0.425, 0.408, 0.321], [3.472, 1.716, -1.188], [3.821, 0.103, -0.166], [4.381, 0.372, 1.578], [5.172, -0.963, -1.009], [2.269, -0.658, -0.163], [2.117, -1.993, 0.028], [2.525, -2.951, -0.986], [2.090, -4.283, -0.837], [1.095, -4.613, 0.081], [0.721, -3.739, 1.091], [1.225, -2.479, 1.051], [0.606, -1.375, 1.873], [3.727, 1.667, -2.236], [4.104, 2.507, -0.739], [2.488, 2.167, -1.112], [5.176, 1.060, 1.536], [4.762, -0.598, 1.919], [3.598, 0.743, 2.252], [6.137, -0.452, -0.849], [5.054, -1.216, -2.039], [5.234, -1.953, -0.585], [3.200, -2.697, -1.787], [2.496, -5.078, -1.491], [0.593, -5.594, 0.069], [0.084, -4.137, 1.915], [-0.417, 5.780, 0.418], [-1.369, 5.560, -0.627], [-1.754, 4.276, -0.996], [-1.060, 3.148, -0.437], [-0.095, 3.422, 0.555], [0.196, 4.699, 1.027], [-2.432, 0.973, -0.405], [-3.186, 0.495, -1.561], [-3.732, -0.746, -1.591], [-3.540, -1.646, -0.455], [-4.296, -2.838, -0.368], [-4.121, -3.685, 0.710], [-3.177, -3.306, 1.656], [-2.402, -2.174, 1.567], [-2.534, -1.260, 0.501], [-1.828, -0.118, 0.375], [-0.148, 6.803, 0.774], [-2.008, 6.413, -1.040], [-2.549, 4.007, -1.716], [1.033, 4.860, 1.676], [-3.461, 1.246, -2.344], [-4.307, -1.165, -2.396], [-4.993, -2.991, -1.150], [-4.783, -4.583, 0.775], [-3.080, -3.975, 2.497], [-1.695, -1.965, 2.339], [-3.340, 1.772, 0.614], [-1.201, 1.780, -0.878], [-0.213, 1.181, -1.519], [0.659, 2.377, 1.018], [-3.970, 2.490, 0.067], [-2.816, 2.271, 1.400], [-3.952, 0.932, 0.988]], "homo_energy_ev": -7.092, "largest_force_ha_per_bohr": 0.088, "spin_multiplicity": 1, "gap_ev": 5.661}


No. 3
{"formula": "C26H26N4O2", "method": "ωB97M-V with the def2-TZVPD basis set", "species": ["O", "C", "C", "C", "C", "O", "C", "C", "H", "H", "H", "H", "H", "H", "C", "C", "C", "N", "C", "C", "H", "H", "H", "H", "H", "C", "C", "C", "N", "C", "C", "H", "H", "H", "H", "H", "C", "C", "C", "N", "C", "C", "H", "H", "H", "H", "H", "C", "C", "C", "N", "C", "C", "H", "H", "H", "H", "H"], "xyz": [[0.653, -4.048, 1.030], [0.543, -2.818, 0.510], [0.511, -2.688, -0.830], [0.369, -1.216, -1.463], [0.304, -0.074, -0.610], [0.114, 1.192, -1.046], [0.301, -0.328, 0.784], [0.385, -1.645, 1.284], [0.791, -3.927, 1.902], [0.547, -3.578, -1.687], [0.339, -1.095, -2.461], [-0.242, 1.365, -1.892], [0.034, 0.512, 1.403], [0.261, -1.884, 2.440], [-1.191, 3.553, -3.713], [-1.705, 3.716, -2.480], [-2.812, 2.929, -2.087], [-3.414, 2.014, -2.899], [-2.865, 1.942, -4.211], [-1.751, 2.620, -4.656], [-0.397, 3.824, -4.141], [-1.043, 4.525, -1.842], [-3.501, 2.869, -1.316], [-3.550, 1.027, -4.687], [-1.467, 2.647, -5.813], [-4.307, 0.991, 0.633], [-3.570, 1.922, 1.395], [-4.157, 3.165, 1.804], [-5.344, 3.489, 1.323], [-6.020, 2.642, 0.548], [-5.511, 1.375, 0.074], [-3.930, 0.082, 0.296], [-2.580, 1.729, 1.680], [-3.526, 3.935, 2.260], [-6.885, 3.096, 0.201], [-6.092, 0.755, -0.513], [2.180, -5.930, 3.522], [0.895, -6.222, 4.201], [0.222, -5.158, 4.783], [0.906, -3.944, 4.779], [1.981, -3.700, 4.117], [2.721, -4.719, 3.446], [2.806, -6.772, 3.122], [0.609, -7.161, 4.245], [-0.611, -5.198, 5.400], [2.326, -2.665, 4.061], [3.684, -4.597, 2.950], [4.986, 1.641, -2.609], [5.997, 2.209, -1.876], [5.836, 2.524, -0.555], [4.717, 2.329, 0.102], [3.638, 1.646, -0.528], [3.754, 1.395, -1.922], [5.011, 1.621, -3.633], [6.954, 2.604, -2.270], [6.508, 2.922, 0.114], [2.586, 1.567, -0.048], [3.000, 0.999, -2.620]], "homo_energy_ev": -8.351, "largest_force_ha_per_bohr": 0.152, "spin_multiplicity": 1, "gap_ev": 8.911, "smiles": "Oc1ccc(O)cc1.c1ccncc1.c1ccncc1.c1ccncc1.c1ccncc1", "e_above_lowest_kj_mol": 984.6}


No. 4
{"formula": "C26H26N6OPtSSb", "method": "ωB97M-V with the def2-TZVPD basis set", "species": ["Pt", "C", "C", "C", "C", "C", "C", "N", "Sb", "C", "C", "C", "C", "C", "C", "N", "C", "C", "C", "C", "C", "C", "N", "H", "H", "H", "H", "H", "H", "H", "H", "H", "H", "H", "H", "H", "H", "H", "H", "H", "H", "O", "N", "C", "C", "C", "C", "C", "S", "H", "H", "H", "H", "N", "C", "C", "C", "N", "H", "H", "H", "H"], "xyz": [[-0.547, 0.204, -0.253], [1.677, 2.646, 0.356], [0.509, 2.690, 1.287], [0.588, 3.465, 2.439], [-0.505, 3.588, 3.266], [-1.704, 3.008, 2.870], [-1.743, 2.257, 1.710], [-0.627, 2.040, 0.967], [-3.645, 1.814, 0.895], [-1.871, -1.143, 0.779], [-3.143, -1.618, 1.044], [-3.123, -2.857, 1.690], [-1.943, -3.520, 2.002], [-0.718, -2.950, 1.665], [0.622, -3.540, 1.939], [-0.811, -1.774, 1.040], [-2.960, 1.606, -1.122], [-3.895, 2.030, -2.045], [-3.543, 2.204, -3.379], [-2.229, 2.015, -3.724], [-1.298, 1.571, -2.786], [0.125, 1.453, -3.225], [-1.682, 1.309, -1.521], [2.598, 2.444, 0.901], [1.783, 3.629, -0.109], [1.565, 1.909, -0.434], [1.520, 3.964, 2.670], [-0.446, 4.165, 4.179], [-2.607, 3.164, 3.446], [-4.069, -1.130, 0.799], [-4.073, -3.309, 1.946], [-1.971, -4.484, 2.492], [0.605, -4.620, 1.803], [0.917, -3.335, 2.971], [1.369, -3.100, 1.280], [-4.903, 2.248, -1.716], [-4.273, 2.518, -4.112], [-1.883, 2.200, -4.731], [0.488, 2.455, -3.465], [0.181, 0.860, -4.138], [0.782, 1.019, -2.477], [1.752, 0.041, -1.073], [1.956, -1.019, -1.865], [3.228, -1.249, -2.267], [3.532, -2.321, -3.060], [2.505, -3.180, -3.453], [1.218, -2.920, -3.045], [0.941, -1.809, -2.246], [-0.702, -1.410, -1.835], [3.946, -0.525, -1.913], [4.556, -2.478, -3.364], [2.715, -4.043, -4.070], [0.395, -3.557, -3.338], [2.488, -0.192, 1.574], [3.082, -0.430, 2.756], [2.089, -0.421, 3.712], [0.914, -0.171, 2.992], [1.162, -0.037, 1.693], [2.858, -0.162, 0.632], [4.146, -0.575, 2.835], [2.200, -0.563, 4.772], [-0.097, -0.071, 3.361]], "homo_energy_ev": [-13.027, -13.945], "largest_force_ha_per_bohr": 0.017, "spin_multiplicity": 2, "gap_ev": [6.432, 6.962], "e_above_lowest_kj_mol": 204.8, "charge": 2}


No. 5
{"formula": "C26H26N7O5S2Yb", "method": "ωB97M-V with the def2-TZVPD basis set", "species": ["Yb", "O", "C", "C", "C", "C", "C", "C", "C", "O", "N", "N", "C", "C", "C", "C", "C", "C", "N", "H", "H", "H", "H", "H", "H", "H", "H", "H", "H", "N", "C", "C", "C", "C", "C", "C", "S", "O", "O", "N", "C", "N", "C", "C", "C", "N", "H", "H", "H", "H", "H", "H", "H", "H", "H", "C", "C", "C", "O", "H", "H", "H", "H", "H", "H", "H", "S"], "xyz": [[-0.816, -0.591, -0.387], [-4.929, 2.362, -0.621], [-3.998, 3.310, -0.477], [-4.324, 4.628, -0.805], [-3.399, 5.650, -0.644], [-2.128, 5.366, -0.157], [-1.794, 4.051, 0.145], [-2.702, 3.008, -0.008], [-2.265, 1.617, 0.275], [-1.027, 1.379, 0.619], [-3.189, 0.697, 0.143], [-2.766, -0.579, 0.515], [-3.470, -1.642, -0.082], [-2.881, -2.943, 0.315], [-3.639, -4.114, 0.504], [-2.992, -5.291, 0.783], [-1.601, -5.298, 0.917], [-0.939, -4.088, 0.805], [-1.544, -2.935, 0.534], [-4.451, 1.487, -0.367], [-5.316, 4.823, -1.196], [-3.671, 6.666, -0.914], [-1.400, 6.160, -0.027], [-0.804, 3.788, 0.500], [-4.561, -1.596, -0.056], [-4.714, -4.063, 0.388], [-3.555, -6.211, 0.910], [-1.056, -6.204, 1.143], [0.130, -4.029, 0.975], [6.671, 1.138, 3.916], [5.482, 0.498, 3.513], [4.363, 1.247, 3.161], [3.177, 0.617, 2.819], [3.109, -0.766, 2.817], [4.212, -1.523, 3.168], [5.396, -0.894, 3.516], [1.564, -1.558, 2.429], [1.789, -2.978, 2.578], [0.605, -0.919, 3.286], [1.164, -1.192, 0.908], [2.028, -1.404, -0.117], [3.341, -1.676, 0.048], [4.068, -1.825, -1.045], [3.559, -1.707, -2.329], [2.202, -1.438, -2.404], [1.445, -1.311, -1.340], [6.787, 2.062, 3.531], [7.497, 0.576, 3.784], [4.427, 2.331, 3.154], [2.297, 1.192, 2.552], [4.127, -2.602, 3.150], [6.270, -1.481, 3.783], [5.121, -2.046, -0.877], [4.172, -1.833, -3.209], [1.693, -1.318, -3.358], [-0.106, 1.759, -3.991], [-1.148, 0.812, -3.384], [-2.509, 1.500, -3.337], [-0.732, 0.391, -2.143], [-0.394, 2.087, -4.996], [0.867, 1.258, -4.042], [-0.004, 2.635, -3.342], [-1.244, -0.051, -4.066], [-2.436, 2.418, -2.744], [-3.232, 0.835, -2.863], [-2.858, 1.754, -4.345], [-2.968, -1.996, -1.909]], "homo_energy_ev": [-0.490, -0.494], "largest_force_ha_per_bohr": 0.024, "spin_multiplicity": 2, "gap_ev": [4.531, 4.535], "e_above_lowest_kj_mol": 0.0, "charge": -2}


No. 6
{"formula": "C26H27CaClN4O8S3", "method": "ωB97M-V with the def2-TZVPD basis set", "species": ["Ca", "N", "C", "C", "C", "C", "C", "C", "S", "O", "O", "N", "C", "N", "C", "C", "C", "N", "H", "H", "H", "H", "H", "H", "H", "H", "H", "O", "Cl", "O", "O", "O", "O", "S", "C", "C", "C", "C", "S", "O", "C", "C", "C", "C", "C", "C", "C", "C", "C", "C", "C", "C", "H", "H", "H", "H", "H", "H", "H", "H", "H", "H", "H", "H", "H", "H", "H", "H", "H", "H"], "xyz": [[-0.991, 0.473, 0.323], [3.961, 3.002, 6.667], [3.195, 2.442, 5.657], [3.085, 1.051, 5.543], [2.305, 0.488, 4.556], [1.620, 1.308, 3.666], [1.688, 2.690, 3.790], [2.478, 3.253, 4.777], [0.571, 0.649, 2.423], [0.074, -0.663, 2.794], [-0.452, 1.662, 2.199], [1.264, 0.543, 0.963], [2.370, -0.285, 0.854], [2.736, -0.581, -0.397], [3.813, -1.335, -0.570], [4.562, -1.835, 0.476], [4.074, -1.527, 1.738], [3.002, -0.780, 1.937], [4.670, 2.425, 7.083], [4.213, 3.969, 6.568], [3.615, 0.417, 6.245], [2.212, -0.585, 4.464], [1.113, 3.315, 3.120], [2.528, 4.332, 4.881], [4.075, -1.549, -1.605], [5.452, -2.430, 0.325], [4.565, -1.903, 2.633], [-3.302, 2.381, 2.477], [-3.224, 1.572, 1.311], [-2.711, 0.234, 1.633], [-2.287, 2.173, 0.332], [-4.508, 1.446, 0.679], [0.039, -0.260, -1.631], [0.852, -1.392, -2.213], [-0.131, -2.088, -3.572], [-1.638, -2.057, -3.345], [-2.277, -0.810, -3.966], [-3.686, -0.531, -3.458], [-3.733, 0.353, -1.870], [-2.578, -0.234, -1.076], [-3.220, 1.928, -2.550], [-4.244, 2.752, -2.990], [-3.937, 3.995, -3.523], [-2.613, 4.406, -3.603], [-1.595, 3.571, -3.157], [-1.895, 2.326, -2.624], [0.622, -2.771, -1.087], [1.335, -3.935, -1.340], [1.166, -5.035, -0.516], [0.301, -4.966, 0.571], [-0.389, -3.795, 0.836], [-0.231, -2.693, 0.006], [0.261, -3.100, -3.686], [0.161, -1.513, -4.456], [-1.851, -2.087, -2.277], [-2.086, -2.952, -3.785], [-2.317, -0.936, -5.051], [-1.641, 0.056, -3.777], [-4.244, -1.457, -3.297], [-4.262, 0.105, -4.133], [-5.277, 2.428, -2.901], [-4.733, 4.649, -3.859], [-2.373, 5.385, -4.000], [-0.563, 3.889, -3.221], [-1.101, 1.681, -2.267], [2.029, -3.978, -2.175], [1.717, -5.946, -0.717], [0.178, -5.824, 1.218], [-1.042, -3.721, 1.695], [-0.767, -1.795, 0.256]], "homo_energy_ev": -7.948, "largest_force_ha_per_bohr": 0.055, "spin_multiplicity": 1, "gap_ev": 8.251, "e_above_lowest_kj_mol": 143.6}